No. 1
# C13H30ClNO9P2

A 3-piece molecular cluster, C13H30ClNO9P2 overall in a non-equilibrium geometry (ωB97M-V/def2-TZVPD, the Open Molecules 2025 dataset).

Structure (ORCA input):
```
! RIJCOSX wB97M-V def2-TZVPD def2/J DEFGRID3
* xyz 0 1
C 4.77111 -0.37750 -2.50453
H -0.44822 3.58054 -2.96570
H 0.16616 0.09433 -0.34401
H 0.16230 -6.52879 2.91078
O 0.45555 -4.49237 2.79818
H 1.79689 4.72702 -3.57436
C 3.37787 1.58141 -2.80717
C 3.22268 -0.66984 -2.25531
H 5.33570 0.00298 -1.58848
H -0.28738 0.23645 1.38186
O 2.83669 -1.65565 -1.61824
H -3.89662 3.93796 -0.88013
H 4.20899 0.38449 -4.41806
O -0.92667 -3.22299 4.24330
P -1.03313 -3.65979 2.66702
H 1.50941 -5.87786 3.85929
O -1.95532 2.03904 2.01462
H -1.78073 -3.40475 6.08956
N 2.43407 0.42362 -2.85646
C 0.21016 0.72853 0.54357
H -2.91496 -3.20911 0.52116
H -2.57792 -2.25119 5.00842
H 5.58844 1.52621 -3.64655
H 3.62430 1.64546 -1.70184
H -3.54237 -1.63835 1.06944
H 1.54784 0.51390 -2.34881
P -2.06486 2.15120 0.38452
H -4.20744 2.30827 -1.54576
O -0.36438 1.99411 0.25871
H -5.41581 3.09913 -0.50823
C 3.04202 2.90266 -3.61515
C 0.36733 3.00714 -3.52228
C 1.75002 3.68286 -3.11121
O -3.76737 2.38010 0.48432
H -3.21939 0.38458 2.15829
H 0.13807 3.04840 -4.63382
O -1.86782 -4.92698 2.48723
H 2.94867 2.73983 -4.73627
C -4.34843 2.96368 -0.68291
H -2.78839 -4.00980 4.76034
H -0.15246 -5.63988 4.43136
H -1.82491 -1.79856 0.65414
H -2.40443 0.89656 3.64795
H 1.25891 0.88601 0.80470
Cl 4.47618 4.06573 -3.41119
C 4.66979 0.89212 -3.49942
C 0.47953 -5.69854 3.54326
C -2.08855 -3.22567 5.05761
H 5.43118 -1.21980 -2.86911
H 1.81303 3.82079 -1.98842
O -2.29032 0.77962 -0.25181
H -3.74994 1.85949 3.01823
O -2.40629 -2.64416 2.45695
C -2.88978 1.24993 2.73640
C -2.68335 -2.30857 1.09500
H 0.27432 1.92601 -3.20095
*
```

The HOMO energy comes out at -0.3484 hartree. Its HOMO-LUMO gap is 0.2327 hartree. The value obtained for the LUMO energy is -0.116 hartree. The calculation puts the total energy at -2387.95243 hartree. The calculation puts the relative energy (zero: lowest compared OMol25 entry of this formula, charge and spin) at 278.0 kJ/mol.


No. 2
# C13H30MnN9OS

C13H30MnN9OS as an isolated structure in a non-equilibrium geometry (ωB97M-V/def2-TZVPD, the Open Molecules 2025 dataset).

Structure (ORCA input):
```
! RIJCOSX wB97M-V def2-TZVPD def2/J DEFGRID3
* xyz 1 2
H -1.93463 -4.40433 1.03490
H 2.08296 -2.03611 0.61504
N 1.70632 1.76703 -1.20217
H -3.01876 -3.10733 0.58876
H -1.05804 0.01893 -1.72840
H 1.57288 -2.20846 2.15205
H 0.60948 -3.49875 -1.21158
C 0.97468 -3.75290 0.88794
C -2.56813 -1.31104 -1.31684
H -0.31009 -4.82497 -0.48917
S 1.37027 -0.87129 -1.54118
N -1.63111 -0.24053 -0.92961
H 2.25670 2.59371 -1.02757
C 1.23393 1.49577 1.65776
N 3.55837 0.57646 -1.82944
H -2.57478 4.01920 1.56613
H -2.08669 5.49147 -0.69128
O -0.86105 2.58449 -0.41394
H -0.85987 -2.98134 2.73327
H -3.34768 -1.38020 -0.55602
H -2.45107 -0.74473 1.74889
H -1.02933 4.81189 1.83322
H 0.48530 -4.19305 1.75559
C -1.16498 3.68948 0.01278
H -0.33198 5.51963 -0.61525
C -1.79180 -2.61567 -1.41473
N -1.56260 -1.18458 1.97151
C 0.05574 -3.80555 -0.32420
H 0.74791 1.78973 -0.86877
H -2.09804 0.61284 -0.64130
H 5.40339 1.43462 -2.21015
C -1.76040 -2.61665 2.24503
H 1.86815 -4.34941 0.69761
H 4.42060 2.33869 -1.05864
C 2.06035 3.39615 0.96608
C -1.49263 3.89749 1.46291
H -2.45492 -3.45113 -1.66262
C 2.27151 0.60439 -1.49630
H -1.20258 -0.69360 2.78444
C -2.00039 -3.31944 0.91513
H 3.91710 -0.32160 -2.10673
N 1.29780 -2.33931 1.18452
H -1.04909 -2.52929 -2.20964
C -1.19189 4.89485 -0.87409
H -1.16416 3.04351 2.05050
Mn -0.19454 -1.02013 0.39655
N 0.63083 0.56841 1.29738
H 4.03164 2.38801 -2.79629
N -1.06417 -2.85633 -0.14647
N 2.17326 4.14760 0.09040
N 1.92904 2.52673 1.96114
H -2.59673 -2.81191 2.92042
H -1.12939 4.60708 -1.92046
H -3.06949 -1.10578 -2.26481
C 4.39282 1.75726 -1.98225
*
```

The HOMO energy (spin up / spin down) comes out at -0.3991 / -0.3866 hartree. Its HOMO-LUMO gap (spin up / spin down) is 0.3154 / 0.3027 hartree. The value obtained for the LUMO energy (spin up / spin down) is -0.084 / -0.084 hartree. As for the expectation value of S²: 0.779. The calculation puts the total energy at -2630.45477 hartree. The calculation puts the relative energy (zero: lowest compared OMol25 entry of this formula, charge and spin) at 0.0 kJ/mol.


No. 3
# C13H30N3O2S

A 2-piece molecular cluster, C13H30N3O2S overall (ωB97M-V/def2-TZVPD, the Open Molecules 2025 dataset).

Structure (ORCA input):
```
! RIJCOSX wB97M-V def2-TZVPD def2/J DEFGRID3
* xyz 0 2
H 2.65284 2.34463 2.88084
C -4.93508 -1.55706 1.45687
H -6.59003 -2.11609 0.16104
H 4.08506 -0.66649 1.26519
H -5.29590 -0.01321 -0.04405
H -0.24275 -0.87729 -1.22845
H 4.24405 2.51376 2.14688
C 3.17655 2.43492 1.93433
C 3.55311 0.40100 -1.35785
S 4.77262 -0.98492 -1.36283
H -3.18330 -2.56971 1.40702
N -3.82745 -2.24628 2.12322
H 3.93309 0.24749 2.74138
C 0.90558 2.06007 -1.48873
H 4.84452 1.33427 0.08360
H 4.12701 -1.85262 -0.58148
C -0.24502 -0.01526 -0.56545
H 1.44276 2.88673 -1.02540
C -3.87479 -1.50536 -1.56030
C 2.95386 1.20657 1.05398
H -0.35341 -0.39740 0.44953
H 3.62681 2.40601 -0.58550
H 2.87167 3.35074 1.43058
H 4.19407 1.98898 -2.50166
H -0.13980 2.32739 -1.58201
H -4.01090 0.34435 1.11270
O -3.43624 -0.84555 -0.38964
C 3.39902 -0.05273 1.84082
H 2.11382 -1.11541 -0.74128
O 0.70168 1.88385 1.32926
C 2.12367 -0.16863 -1.28235
H 1.80497 -0.37758 -2.30144
N 1.50043 1.10194 0.72365
H -3.12805 -1.32584 -2.33385
H 2.53832 -0.64247 2.14552
C 3.79725 1.39491 -0.21107
H -5.52049 -1.05670 2.23437
H 4.35923 0.55782 -3.25461
H -1.10945 0.61032 -0.75285
N 3.75700 1.08826 -2.64114
H 1.33655 1.92163 -2.47832
H -6.36015 -3.17252 1.55826
C -5.84084 -2.59162 0.79702
C -4.45398 -0.45163 0.50878
H -4.83693 -1.11254 -1.90274
H -3.29183 -1.57931 2.67070
H -3.95927 -2.58503 -1.41301
C 1.09199 0.76838 -0.65826
H -5.27184 -3.29476 0.18873
*
```

The HOMO energy (spin up / spin down) comes out at -0.2921 / -0.3370 hartree. Its HOMO-LUMO gap (spin up / spin down) is 0.3145 / 0.3592 hartree. The value obtained for the LUMO energy (spin up / spin down) is 0.022 / 0.022 hartree. As for the expectation value of S²: 0.754. The calculation puts the total energy at -1226.16667 hartree.


No. 4
# C13H31AgClN3O5

C13H31AgClN3O5 as an isolated structure in a non-equilibrium geometry (ωB97M-V/def2-TZVPD, the Open Molecules 2025 dataset).

Structure (ORCA input):
```
! RIJCOSX wB97M-V def2-TZVPD def2/J DEFGRID3
* xyz 0 1
H -1.65540 -3.86607 0.14538
H -1.05005 3.40883 -3.89257
H 0.33678 2.04366 3.59984
O 2.07455 -1.26695 0.78911
C 1.09987 3.13509 0.61527
H -2.72867 -0.65194 -2.02509
C 2.75124 -2.33562 0.88627
H 5.62599 -1.44089 -0.20149
C -2.36446 -1.99003 1.45930
H 2.10359 -3.33531 2.76425
H 4.46511 -3.25826 0.37749
O 0.07137 2.13158 0.39627
H 1.00466 3.65791 1.56695
H -0.78127 3.62814 2.51928
H 1.24982 -3.77041 1.25019
H -1.21678 3.55123 0.06101
C -1.36984 1.59790 -2.63193
H 4.27231 -0.48024 -0.71812
H -4.19618 0.23278 -1.88289
Ag 1.14773 0.38159 -0.69586
H -2.72590 -3.01795 1.48834
H -0.25714 -3.48896 -2.05217
C -0.33984 1.28190 3.21253
H 1.08107 3.90323 -0.15785
H -3.59550 -0.32392 -3.49989
N 3.93047 -2.41244 0.24015
C 4.63484 -1.50595 -0.65036
H 4.78606 -1.81816 -1.68368
O -1.62156 1.83479 2.92249
C -1.58711 3.01863 2.11035
H -3.31595 2.11875 -2.74558
C -0.92984 3.07420 -2.86219
H 0.51949 -4.44366 -0.86992
O -0.52470 0.73925 -2.46870
H -1.80973 -1.81785 2.38165
H -2.50973 3.59425 2.03596
C -1.31224 -1.90452 0.38635
C -3.33051 0.10216 -2.53224
H -1.31939 3.83267 -2.18316
H -0.65091 0.51323 3.91997
H -3.16089 -1.26449 1.29375
H -2.02525 2.00696 0.21371
N -1.06403 -3.11231 -0.17434
H 0.67557 -2.62829 -0.72034
C 2.20882 -3.49961 1.69185
C 0.04603 -3.47124 -1.00533
H 0.14684 3.23645 -2.81173
N -2.64781 1.36436 -2.67785
O -0.84476 -0.94192 -0.13567
H 0.10438 0.81189 2.33512
H 2.10469 2.71358 0.64274
Cl 2.86989 1.84086 -2.18846
C -1.24930 2.63528 0.65099
H 2.87362 -4.34420 1.51071
*
```

The HOMO energy comes out at -0.2691 hartree. Its HOMO-LUMO gap is 0.2837 hartree. The value obtained for the LUMO energy is 0.015 hartree. The calculation puts the total energy at -1661.52625 hartree. The calculation puts the relative energy (zero: lowest compared OMol25 entry of this formula, charge and spin) at 251.4 kJ/mol.


No. 5
# C13H31N6O3

A 2-piece molecular cluster, C13H31N6O3 overall in a non-equilibrium geometry (ωB97M-V/def2-TZVPD, the Open Molecules 2025 dataset).

Structure (ORCA input):
```
! RIJCOSX wB97M-V def2-TZVPD def2/J DEFGRID3
* xyz 1 1
C 1.41856 -1.20458 -4.57351
H 5.74048 -1.32891 -0.08016
H -0.63992 -2.38790 0.18055
H 1.16351 1.67858 -3.76354
H 0.16949 0.26443 5.00145
H 3.12599 0.53062 2.03666
H 1.22073 1.75220 -1.16182
C -1.06872 -0.78192 2.65238
H -0.18283 2.79336 -1.27942
H -2.63918 1.86356 -1.16189
H 0.99074 -0.92085 -5.52551
H 6.33001 -0.16607 1.11586
H -1.40385 0.25592 2.50435
C -0.19023 1.14249 -2.49936
H 2.04464 -0.48692 -2.68177
H -1.25254 -0.01045 6.02191
C 2.68319 0.42961 1.04608
H -2.36601 -2.17980 -0.09748
C -1.49824 -1.75037 0.40633
C 5.44280 -0.53109 0.59967
O 3.20140 1.98741 -0.71803
N -1.47122 0.58769 -2.45164
N 4.81422 0.55067 -0.14172
O -0.51821 -2.22885 4.53970
C 3.57382 1.04988 -0.00555
N 0.30539 1.95401 -1.56673
C -4.72156 0.46592 -1.55425
H -4.29068 0.61016 -0.56201
H 0.41682 -2.00159 4.49408
C -0.91491 0.12265 4.99569
H 4.75846 -0.93949 1.33524
H -2.77517 -1.71290 2.00256
N -3.83714 0.97061 -2.61214
C -1.30250 -0.36455 -0.22943
N 0.59283 0.85227 -3.58243
H -0.30219 0.01135 0.00300
H -4.91956 -0.59855 -1.68583
H 0.00545 -0.84141 2.44658
C -1.26412 -1.10041 4.14563
C 1.40539 -0.36884 -3.54931
H 1.72351 0.94135 1.05043
H -2.34642 2.40369 -2.81362
H -3.66783 0.26001 -3.31006
H -2.32657 -1.31021 4.29081
H 1.85512 -2.18695 -4.45845
H -5.68156 0.98114 -1.57994
O -1.48022 -0.56835 -1.63287
H 2.52314 -0.63038 0.84027
H -2.04743 0.31749 0.18854
C -2.58223 1.52141 -2.20039
N -1.78179 -1.73317 1.82464
H -1.39348 1.02311 4.61023
H 5.36064 1.01293 -0.85376
*
```

The HOMO energy comes out at -0.4182 hartree. Its HOMO-LUMO gap is 0.2420 hartree. The value obtained for the LUMO energy is -0.176 hartree. The calculation puts the total energy at -1067.80801 hartree.


No. 6
# C13H31NO5

A 3-piece molecular cluster, C13H31NO5 overall in a non-equilibrium geometry (ωB97M-V/def2-TZVPD, the Open Molecules 2025 dataset).

Structure (ORCA input):
```
! RIJCOSX wB97M-V def2-TZVPD def2/J DEFGRID3
* xyz 0 1
H -5.84353 -2.06601 0.61799
H -2.94680 -3.14868 0.16475
C 4.16037 2.22204 -2.83214
H -0.42100 3.82464 -1.06902
H -0.23645 0.86146 -2.71388
H 3.49796 0.23726 -1.18232
H 0.28678 3.64018 -4.49464
C 2.70877 0.98910 -1.18699
H 4.30128 3.96512 -0.64970
C 0.85977 2.75519 -4.21792
H 0.75277 1.74505 -4.61325
H 2.35100 0.20388 -3.10971
H -4.23542 -2.61256 2.32042
O -0.38504 -3.04177 5.48672
H 0.13571 1.33343 -1.14049
C 3.79703 3.03357 -0.39270
C 3.18621 2.41358 -1.59668
C -4.76658 -1.89940 0.59524
H -3.81723 -5.21698 5.68208
N 2.03793 3.29217 -2.03646
C 0.80687 2.77409 -2.63810
H 1.91494 2.96552 -4.39249
C 1.81646 0.38133 -2.17649
H -1.30716 3.07046 -2.28981
H 3.08954 3.30600 0.39046
C -4.02731 -3.15170 0.02124
O -4.22284 -1.74387 1.91198
H 4.88095 1.48500 -2.47768
H 4.66028 3.13368 -3.15938
H 1.31879 -0.51897 -1.81612
H -4.42605 -4.31617 1.54279
C -0.69186 -4.45382 5.71481
H 4.63551 2.52651 0.08473
C -0.36903 3.60343 -2.13506
H 2.32941 5.17235 -1.77503
H 2.30329 0.97990 -0.17526
H -0.53494 -4.97418 4.76998
H -4.02469 -3.20992 -1.06720
O 2.41538 4.57507 -2.52166
O -3.10472 -4.78404 5.20618
C -2.09575 -4.69615 6.22484
H -0.53178 4.58379 -2.58285
H 0.02435 -4.70807 6.49615
H -2.11937 -5.69472 6.66121
H 3.71369 1.88023 -3.76582
O -4.53019 -4.38140 0.59069
H -4.50167 -0.97837 0.07599
C 0.55358 1.35401 -2.14700
H -1.10393 -2.83635 4.88455
H -2.29531 -3.87473 6.91299
*
```

The HOMO energy comes out at -0.2908 hartree. Its HOMO-LUMO gap is 0.3058 hartree. The value obtained for the LUMO energy is 0.015 hartree. The calculation puts the total energy at -944.71207 hartree. The calculation puts the relative energy (zero: lowest compared OMol25 entry of this formula, charge and spin) at 235.1 kJ/mol.